Record 1
Computed, not measured: an isolated molecule of C3H5NO2 in a non-equilibrium geometry, with ωB97M-V/def2-TZVPD.

* calculated total energy: -322.4696 Ha
* SMILES: [H]/N=C(/C)OC=O
* HOMO-LUMO gap: 10.98 eV
* lowest unoccupied orbital energy: 0.9 eV
* net charge: 0

CARTESIAN COORDINATES (ANGSTROEM)
C -1.09 1.09 0.91
C 0.98 -1.00 0.17
H 1.73 -1.46 -0.48
O -1.21 0.12 0.02
H 0.50 -1.77 0.79
N 0.01 -0.22 -1.94
C -0.04 -0.32 -0.69
H -1.50 1.89 1.57
H 1.46 -0.28 0.83
O -0.04 1.69 1.13
H -0.81 0.27 -2.31

Record 2
Computed, not measured: a structure of composition C20H26Br12ClIO7S in a non-equilibrium geometry, with ωB97M-V/def2-TZVPD.

* calculated total energy: -33348.4636 Ha
* HOMO-LUMO gap: 9.79 eV
* lowest unoccupied orbital energy: -0.2 eV
* net charge: 0

CARTESIAN COORDINATES (ANGSTROEM)
C 4.43 -1.60 -3.60
C 5.28 3.24 0.93
C 1.41 3.74 2.69
H -11.11 -5.65 -6.04
C -7.70 -6.15 -2.55
C 7.19 2.11 -0.55
H -1.10 1.89 -0.18
Br 5.31 -3.00 -4.58
C -11.89 -6.22 -6.52
Br -13.08 -6.84 -5.13
H 2.10 -0.91 -0.17
Br -3.33 -5.05 -2.23
H 6.01 1.39 2.77
Br -4.06 -2.07 -1.33
H -8.19 -6.55 -1.67
C 5.14 1.02 2.21
H 2.20 1.75 3.25
H -0.27 1.19 1.21
H 2.34 3.03 4.47
Br -9.06 -5.96 -3.91
S -1.27 4.20 2.70
O -1.77 2.86 2.69
Br 3.25 -2.30 -2.25
Br -1.28 -2.68 -2.81
I 3.98 -1.96 2.46
Br -6.34 -7.41 -3.07
H 3.95 4.15 2.73
Br -12.78 -5.04 -7.75
Br -11.03 -7.69 -7.43
H 5.75 3.90 1.68
Br 3.50 -0.38 -4.78
C -0.52 1.02 0.15
C -1.37 -0.25 0.05
H -3.61 -3.00 -3.58
C -2.31 -0.64 2.13
O -3.05 -0.41 3.04
H -1.43 -1.30 2.29
C 4.36 2.27 1.74
O 3.14 2.01 1.02
O -1.08 4.74 1.40
H 0.94 3.22 1.84
C -3.14 -3.18 -2.62
H 1.57 0.09 1.25
H 7.87 1.84 -1.34
C 3.90 3.09 3.01
C 3.15 0.97 0.14
Br -6.95 -4.44 -2.05
H 0.21 3.54 4.53
H -0.82 -1.15 0.36
C 2.42 2.81 3.39
C 0.79 0.82 -0.66
C 4.39 0.09 3.17
H 4.71 3.87 0.25
O -2.53 -0.06 0.92
C 0.27 4.19 3.65
H 1.93 4.61 2.25
H 5.19 -1.03 -3.09
H 0.55 0.25 -1.57
C 6.42 2.56 0.25
H 4.52 2.86 3.88
O 4.03 0.34 4.26
H -1.74 -0.40 -0.97
C 1.89 0.09 0.20
H 0.50 5.22 3.94
H 5.55 0.42 1.39
O 4.01 0.75 -0.67
Cl -2.54 5.41 3.79
H 1.21 1.79 -0.98

Record 3
Computed, not measured: an isolated molecule of C5H6O, with ωB97M-V/def2-TZVPD.

* calculated total energy: -269.3006 Ha
* SMILES: C=C/C=C\C=O
* HOMO-LUMO gap: 9.65 eV
* lowest unoccupied orbital energy: 0.1 eV
* net charge: 0

CARTESIAN COORDINATES (ANGSTROEM)
H -0.97 -1.28 -0.75
H 0.28 2.07 -1.12
C 0.99 -0.95 0.19
H 1.82 -1.56 0.53
C 1.15 0.36 -0.07
C -1.17 1.21 0.13
C 0.05 1.28 -0.40
H -1.41 0.49 0.91
C -0.31 -1.66 0.04
H -1.96 1.88 -0.17
O -0.62 -2.62 0.71
H 2.15 0.79 0.00

Record 4
Computed, not measured: an isolated molecule of C6H6 in a non-equilibrium geometry, with ωB97M-V/def2-TZVPD.

* calculated total energy: -231.9939 Ha
* SMILES: C12C3C1C1C2C31
* HOMO-LUMO gap: 9.50 eV
* lowest unoccupied orbital energy: 1.3 eV
* net charge: 0

CARTESIAN COORDINATES (ANGSTROEM)
H 1.11 -1.23 -1.44
C 0.55 -0.64 -0.73
C -0.90 0.65 0.13
H 0.30 1.44 -1.74
C -0.84 -0.83 -0.10
H -1.80 1.23 0.29
C 0.30 0.83 -0.81
H -0.25 0.21 2.31
C 1.16 -0.02 0.47
H -1.65 -1.47 -0.49
H 2.15 -0.22 0.89
C -0.13 0.03 1.23

Record 5
Computed, not measured: a structure of composition C33H50N3OP2Pb in a non-equilibrium geometry, with ωB97M-V/def2-TZVPD.

* calculated total energy: -2402.2786 Ha
* HOMO-LUMO gap: 5.63 eV
* lowest unoccupied orbital energy: -2.6 eV
* net charge: +1

CARTESIAN COORDINATES (ANGSTROEM)
C 0.59 2.63 -3.28
H -5.36 2.61 -0.12
H 0.38 5.85 -4.41
H -1.69 2.82 -0.29
C -0.22 0.07 6.21
H -2.07 0.44 -2.01
H 0.70 -0.46 6.49
C -2.42 -0.45 -1.47
O 0.80 3.54 3.11
C -1.39 -1.59 -1.65
H 4.29 1.56 0.34
H 5.19 -2.33 0.99
H -2.36 2.31 2.18
N 0.34 1.56 -0.95
H -3.36 -3.43 1.65
H 1.67 -1.19 3.29
H 2.99 -2.17 3.98
H -5.45 -2.50 0.64
C 0.53 4.76 -4.44
C 2.44 -1.93 3.05
H -3.24 -0.71 3.07
H 4.94 -1.87 -1.12
H -4.86 -0.22 2.47
N -0.49 0.07 3.62
H -5.56 1.04 0.66
H 3.52 0.21 -3.04
H -0.17 1.09 6.60
C -3.66 -1.40 1.03
C 0.39 4.02 -3.26
H -5.53 -0.86 -0.01
C 0.65 -2.54 -0.95
H 1.04 0.90 -4.48
H 4.95 -2.81 2.68
H 1.13 -4.49 -1.74
C -4.95 1.60 -0.06
C 1.88 -2.41 -0.25
H 1.31 2.22 -6.59
C -4.87 -1.72 0.14
C 3.46 -1.43 2.02
C -4.10 -1.02 2.46
H -3.98 1.66 2.52
C -2.75 2.68 -0.56
H 4.60 -0.45 3.57
C -0.71 -3.69 -2.60
H -4.55 -1.91 2.92
H -2.52 -3.05 0.14
N -0.29 -1.54 -0.88
H 3.51 0.66 2.72
H 1.00 4.70 -6.55
C 3.77 1.37 -0.61
H 3.90 -3.47 1.42
H -5.05 1.14 -1.06
H 2.52 -3.30 -0.23
H -2.48 -2.55 -3.23
C 4.43 -2.57 1.74
H -3.24 3.66 -0.49
C 0.91 1.98 -4.49
H 1.93 0.02 -2.29
C 0.87 4.12 -5.64
C 4.19 -0.19 2.58
H 5.61 -0.59 -0.06
H -2.79 2.36 -1.61
C 0.39 -3.68 -1.77
H 5.03 0.13 1.95
C 5.02 -0.79 -0.96
C -3.40 2.26 1.81
H 2.80 1.87 -0.58
H 5.57 -0.37 -1.81
C 3.63 -0.13 -0.91
H -3.39 -0.74 -1.90
C -0.35 0.08 4.77
H 0.14 4.51 -2.31
C -3.48 1.71 0.37
H -4.56 -2.10 -0.84
H 4.36 1.84 -1.42
H -0.89 -4.53 -3.28
P -2.63 0.02 0.30
C 0.47 1.92 -2.06
P 2.52 -0.92 0.43
C 1.05 2.73 -5.66
H -1.86 -2.49 1.70
C 0.61 2.70 2.37
C -1.60 -2.61 -2.58
Pb 0.02 0.22 1.09
H 2.96 -1.41 -2.56
H 1.95 -2.85 2.71
H -1.08 -0.44 6.66
C 2.96 -0.35 -2.28
C -2.78 -2.66 1.13
H -3.80 3.28 1.81

Record 6
Computed, not measured: a cluster of 11 separate species, C34H71NO31 in total in a non-equilibrium geometry, with ωB97M-V/def2-TZVPD.

* calculated total energy: -3725.1904 Ha
* SMILES: COC[C@H](C)N.COC(=O)OC.COC(=O)OC.COC(=O)OC.COC(=O)OC.COC(=O)OC.COC(=O)OC.COC(=O)OC.COC(=O)OC.COC(=O)OC.COC(=O)OC
* HOMO-LUMO gap: 9.30 eV
* lowest unoccupied orbital energy: 0.5 eV
* net charge: 0

CARTESIAN COORDINATES (ANGSTROEM)
H 18.46 -17.91 -11.12
O 13.20 -13.39 -5.70
H 15.02 -12.92 -13.39
H 16.15 -13.35 -6.23
H 17.33 -16.53 -16.09
H 14.40 -18.44 -16.44
H 12.90 -16.67 -18.34
H 7.32 -16.00 -12.96
H 11.33 -14.76 -4.40
O 12.65 -23.13 -12.14
H 11.56 -14.49 -13.18
C 9.51 -15.70 -14.60
O 17.63 -20.38 -14.16
C 18.93 -13.09 -15.79
C 12.38 -13.02 -8.86
C 18.24 -20.14 -12.96
C 17.48 -17.76 -7.84
O 15.43 -21.18 -7.63
H 14.59 -23.58 -11.80
C 11.11 -15.39 -12.77
H 12.05 -13.53 -3.15
C 11.40 -21.31 -14.82
O 15.11 -18.50 -12.55
H 10.65 -20.54 -14.65
C 12.03 -16.88 -7.87
H 12.55 -15.92 -7.92
H 13.98 -11.59 -13.45
O 18.58 -18.84 -13.02
H 13.37 -15.52 -15.95
H 16.63 -16.36 -14.49
H 14.35 -18.32 -2.97
H 14.35 -16.97 -9.09
O 9.78 -15.48 -13.29
H 19.66 -17.29 -12.22
C 14.74 -22.13 -8.39
C 15.82 -14.36 -6.43
H 15.20 -19.89 -14.21
C 13.82 -14.27 -5.04
C 14.60 -16.23 -9.85
C 13.69 -17.39 -18.10
H 17.96 -22.21 -14.97
H 13.77 -18.88 -14.15
H 17.87 -13.41 -10.68
H 18.58 -12.42 -16.57
H 11.82 -13.69 -8.20
O 20.24 -15.91 -8.99
O 10.38 -15.83 -15.44
H 20.28 -14.08 -9.89
H 15.26 -14.44 -7.36
C 14.30 -17.68 -11.76
O 12.67 -13.51 -10.12
H 12.38 -17.59 -8.62
H 19.92 -12.68 -15.58
H 17.14 -17.18 -6.98
H 15.54 -20.01 -9.88
C 13.26 -12.70 -10.97
O 17.17 -13.31 -12.75
C 18.90 -16.10 -8.75
O 15.38 -15.93 -16.07
H 11.71 -17.38 -15.91
C 16.45 -16.77 -15.49
H 16.30 -17.85 -15.45
H 16.69 -17.72 -8.59
C 14.07 -16.31 -15.68
H 16.03 -21.95 -5.77
H 20.70 -14.05 -8.10
C 17.15 -13.80 -11.39
C 19.15 -18.21 -11.91
C 13.48 -17.71 -6.09
H 14.94 -16.93 -3.94
C 17.12 -21.69 -14.50
C 13.60 -24.01 -11.63
O 18.01 -13.01 -14.75
H 13.39 -18.32 -18.58
H 13.48 -24.06 -10.55
H 15.52 -15.77 -9.49
H 15.93 -21.11 -11.32
O 13.37 -13.34 -12.16
C 18.25 -13.60 -13.56
H 15.34 -18.62 -4.39
H 16.24 -21.68 -15.14
H 17.22 -14.89 -11.39
H 19.02 -14.11 -16.16
H 13.33 -13.01 -14.18
H 16.20 -13.36 -11.08
O 14.48 -17.68 -6.84
C 15.40 -21.20 -6.25
C 7.18 -15.41 -13.86
H 11.66 -16.31 -12.96
O 13.52 -11.52 -10.78
O 14.86 -21.91 -9.72
O 19.24 -14.28 -13.29
O 13.95 -22.96 -7.94
H 11.73 -12.15 -8.91
H 11.09 -15.37 -11.68
N 12.46 -18.04 -16.01
C 12.75 -22.71 -13.40
H 14.09 -20.20 -12.97
H 16.80 -22.28 -13.64
O 13.29 -14.94 -3.97
O 18.04 -15.23 -8.68
O 15.07 -14.82 -5.29
H 21.80 -14.62 -9.26
H 12.06 -18.76 -16.60
H 13.30 -12.69 -8.40
O 8.18 -15.60 -14.87
O 13.76 -22.80 -14.16
C 13.70 -17.61 -16.54
C 11.98 -14.54 -3.56
H 14.62 -17.07 -18.56
H 13.97 -16.35 -14.60
O 13.04 -17.68 -11.78
C 14.53 -19.37 -13.53
C 13.96 -12.67 -13.35
O 18.68 -17.39 -8.44
H 14.41 -21.39 -5.83
H 19.90 -18.83 -11.41
H 10.96 -16.91 -8.06
O 18.36 -20.90 -12.02
H 6.22 -15.52 -14.37
O 13.45 -17.97 -4.78
O 11.64 -22.01 -13.62
C 15.81 -21.01 -10.24
H 12.30 -20.76 -15.08
H 15.61 -20.21 -5.86
C 20.73 -14.60 -9.04
O 15.11 -16.95 -10.91
H 17.63 -18.80 -7.55
H 7.22 -14.35 -13.63
H 16.72 -21.21 -9.69
O 12.24 -17.38 -6.53
C 14.58 -17.96 -3.97
H 10.94 -21.83 -15.66
H 13.77 -15.54 -9.98
H 11.61 -15.19 -2.77
H 13.63 -25.03 -12.00
H 16.74 -14.95 -6.49

Copy entry 3 word for word.
Computed, not measured: an isolated molecule of C5H6O, with ωB97M-V/def2-TZVPD.

* calculated total energy: -269.3006 Ha
* SMILES: C=C/C=C\C=O
* HOMO-LUMO gap: 9.65 eV
* lowest unoccupied orbital energy: 0.1 eV
* net charge: 0

CARTESIAN COORDINATES (ANGSTROEM)
H -0.97 -1.28 -0.75
H 0.28 2.07 -1.12
C 0.99 -0.95 0.19
H 1.82 -1.56 0.53
C 1.15 0.36 -0.07
C -1.17 1.21 0.13
C 0.05 1.28 -0.40
H -1.41 0.49 0.91
C -0.31 -1.66 0.04
H -1.96 1.88 -0.17
O -0.62 -2.62 0.71
H 2.15 0.79 0.00

Q: The highest lowest unoccupied orbital energy belongs to which entry?
A: C6H6

Q: lowest unoccupied orbital energy of number 3 (C5H6O)?
A: 0.1 eV